This record from OMol25 describes O4S in the gas phase. The level of theory is ωB97M-V/def2-TZVPD.

Structure (XYZ):
```
5
O4S ωB97M-V/def2-TZVPD
O 0.082 2.000 -0.061
O 1.505 -0.625 0.124
O -0.868 -0.931 -0.636
O -1.016 -0.448 0.651
S 0.297 0.004 -0.079
```

## Properties
Orbital gap (alpha / beta) in eV: 9.25 / 9.17
Lowest unoccupied orbital energy (alpha / beta) in eV: -2.497 / -2.374
Maximum force in eV/Å: 7.323
ΔE to the lowest compared entry with this formula, charge and spin in kJ/mol: 414.1
SMILES: O=S1(=O)OO1
HOMO (alpha / beta) in eV: -11.7 / -11.5
Net charge: 0

Atomic charges from the natural (NBO) analysis, expressed in e, are listed below:
1 O -0.56
2 O -0.80
3 O -0.37
4 O -0.39
5 S 2.12